The molecule C21H21N3O3S. Source: the Open Molecules 2025 dataset; level of theory: ωB97M-V/def2-TZVPD.

CARTESIAN COORDINATES (ANGSTROEM)
1 C 4.69216 3.55580 1.31116
2 C 3.68226 2.67607 0.63959
3 C 3.16319 3.01810 -0.60208
4 C 2.23963 2.21104 -1.25382
5 C 1.83027 1.03434 -0.64415
6 C 2.35436 0.67627 0.58939
7 C 3.27095 1.49211 1.23552
8 H 3.66810 1.19535 2.19539
9 N 1.92690 -0.52054 1.20184
10 C 1.89340 -1.76272 0.65189
11 N 1.34449 -2.64236 1.45692
12 C 1.00979 -1.95140 2.57734
13 C 1.37282 -0.64284 2.44691
14 H 1.26854 0.19591 3.10283
15 H 0.53580 -2.44483 3.40154
16 S 2.57574 -2.11761 -0.91972
17 C 1.18271 -3.07812 -1.62998
18 H 1.50112 -3.33442 -2.63820
19 H 1.03583 -3.96806 -1.02174
20 C -0.02020 -2.15273 -1.66924
21 O -0.23078 -1.40953 -2.60260
22 N -0.76114 -2.21976 -0.53222
23 C -1.78682 -1.36521 -0.11107
24 C -2.30261 -0.35647 -0.91171
25 C -3.30561 0.47218 -0.42689
26 C -3.78521 0.30809 0.87542
27 C -3.27594 -0.71721 1.66252
28 C -2.29167 -1.55013 1.17605
29 H -1.89856 -2.34013 1.79772
30 H -3.66671 -0.83883 2.65975
31 O -4.74531 1.13145 1.41259
32 C -4.94244 2.31243 0.66882
33 C -5.01952 1.98903 -0.82276
34 H -5.18659 2.88904 -1.41622
35 O -3.79962 1.43804 -1.26457
36 H -5.83763 1.27595 -0.99495
37 H -5.87299 2.75405 1.02847
38 H -4.11083 3.00939 0.84385
39 H -1.94384 -0.20272 -1.91475
40 H -0.43860 -2.86091 0.18529
41 H 1.10194 0.40377 -1.12987
42 C 1.66861 2.60872 -2.57872
43 H 2.42899 3.07047 -3.20465
44 H 0.86589 3.33251 -2.43527
45 H 1.25743 1.74472 -3.09376
46 H 3.48517 3.93680 -1.07184
47 H 4.47863 4.60505 1.12043
48 H 4.70511 3.38638 2.38497
49 H 5.68747 3.34004 0.92205

Summary:
**Relative energy (zero: lowest compared OMol25 entry of this formula, charge and spin)**: 1.828 eV
**SMILES string**: Cc1cc(C)cc(-n2ccnc2SCC(=O)Nc2ccc3c(c2)OCCO3)c1
**Frontier orbital gap**: 8.547 eV
**Highest occupied orbital energy**: -7.82 eV
**LUMO energy**: 0.73 eV

Atom charges from the natural (NBO) analysis, given in e for atoms 1 to 2:
1. C -0.626
2. C 0.003